Formula: C38H102N4O15
Source: OMol25
Level of theory: wB97M-V/def2-TZVPD

Geometry as XYZ:
```
159
Properties=species:S:1:pos:R:3:forces:R:3
C 4.1800 1.9532 -1.2467 0.283 -1.567 -1.157
O 3.1685 1.2698 -0.4930 0.486 0.604 0.244
C 3.2334 -0.1321 -0.5559 1.145 -1.321 -0.401
C 4.5605 -0.8727 -0.0948 -0.369 0.276 -1.433
N 4.9004 -0.6011 1.2812 -0.357 -1.213 0.178
C 6.1775 -1.0346 1.8371 0.209 0.533 -0.912
C 7.3366 -0.3356 1.1182 0.079 0.556 0.272
O 7.2582 1.0947 1.1322 -0.154 0.582 0.224
C 8.4739 1.8000 0.7751 0.712 -3.710 0.017
H 4.1689 1.7073 -2.3341 -0.696 -0.102 0.447
H 5.1858 1.5734 -0.9853 -0.305 0.824 0.605
H 3.9958 3.0130 -1.1906 0.269 0.267 0.551
H 3.1837 -0.4240 -1.6007 -0.425 -0.107 -0.339
H 2.3508 -0.5504 -0.0320 0.714 0.406 -0.106
H 5.3855 -0.7325 -0.8476 -0.511 0.581 0.624
H 4.3159 -1.9228 -0.3174 -0.070 0.009 0.766
H 4.7471 0.3475 1.4587 -0.112 1.782 0.331
H 6.2570 -2.0972 1.6244 0.223 -0.237 0.047
H 6.2169 -0.9190 2.9104 -0.276 0.268 0.299
H 7.1981 -0.6791 0.1104 0.664 -0.085 -0.898
H 8.3050 -0.6221 1.5150 0.209 -0.403 0.050
H 9.2414 1.6528 1.5622 -0.470 0.411 -0.003
H 8.2927 2.8224 0.5821 -0.447 0.896 -0.192
H 8.9454 1.2522 -0.0943 -0.576 0.936 0.347
C 1.4617 -4.6079 -2.0643 -0.956 1.755 -1.355
O 2.0782 -5.1416 -0.9660 -0.841 -1.843 -0.009
C 2.6636 -4.2042 -0.1381 0.417 -0.132 1.668
C 2.8441 -4.8412 1.2522 1.768 1.948 -0.115
N 3.9894 -5.7119 1.3115 0.870 -1.240 -0.673
C 4.2252 -6.4464 2.5531 -0.754 1.671 0.072
C 5.6426 -6.9172 2.6187 -0.486 -3.472 0.725
O 5.6731 -8.0951 1.7493 -0.915 0.083 -0.516
C 6.8964 -8.6983 1.4704 0.980 -0.019 -1.502
H 0.8939 -3.7196 -1.7317 -0.022 0.041 -0.217
H 0.6884 -5.2343 -2.5600 0.897 -0.262 0.532
H 2.1736 -4.2082 -2.8304 -0.321 -0.618 0.384
H 2.0809 -3.2762 -0.0196 -0.082 -0.213 -0.210
H 3.6169 -4.0001 -0.5692 1.105 0.736 -0.164
H 1.8825 -5.2065 1.4935 -1.188 -1.070 0.565
H 3.1262 -4.0534 1.9916 -0.830 -0.353 -0.709
H 4.1219 -6.3639 0.5311 -0.526 0.419 0.275
H 3.5896 -7.3336 2.6026 -0.157 -0.036 0.439
H 3.9826 -5.7307 3.3994 0.328 -0.930 -0.741
H 5.8254 -7.3693 3.6380 0.329 1.088 -0.668
H 6.3490 -6.2305 2.2413 0.902 1.075 0.045
H 7.5551 -8.0070 0.8731 -0.163 -0.282 0.914
H 6.8324 -9.5785 0.7451 -0.719 0.990 1.146
H 7.3747 -9.0625 2.3807 0.323 0.109 0.048
C -7.1349 2.8500 5.9780 0.079 -0.361 0.880
O -6.2727 1.7456 5.8341 -0.142 0.645 -0.628
C -6.2746 1.1195 4.5382 -1.443 1.117 0.807
C -5.5247 -0.0967 4.8429 2.298 -2.652 0.478
N -4.9244 -0.7869 3.6869 -1.315 0.771 -0.962
C -6.0493 -1.2260 2.7754 1.759 -0.859 -0.677
C -5.3833 -1.9391 1.5334 0.181 0.297 1.127
O -4.4804 -1.0075 0.9588 0.400 -0.114 0.110
C -3.9102 -1.4407 -0.2599 0.476 -0.825 0.300
H -7.1467 3.1232 7.0447 0.072 -0.124 -0.356
H -8.1388 2.5822 5.6950 -0.656 -0.124 -0.193
H -6.8412 3.7167 5.4148 0.378 0.450 -0.488
H -5.8029 1.7115 3.7303 0.044 0.080 0.458
H -7.3290 0.9195 4.2261 0.522 0.130 0.196
H -6.0802 -0.8599 5.4406 0.093 0.761 -0.406
H -4.6249 0.1596 5.4478 -0.930 0.137 -0.072
H -4.4078 -0.0043 3.2165 -0.497 -1.221 0.044
H -6.6118 -0.3634 2.3970 -0.195 -0.193 0.068
H -6.7142 -1.9439 3.3306 0.613 0.746 -0.526
H -6.0599 -2.2011 0.7439 -1.046 -0.226 -0.253
H -4.8825 -2.8893 1.8333 -0.004 0.665 0.063
H -4.7046 -1.6703 -0.9862 0.196 -0.276 0.080
H -3.1791 -2.3224 -0.1373 -1.185 1.044 -0.083
H -3.3419 -0.6086 -0.6556 0.146 0.199 -0.031
C -7.0178 2.9708 0.4502 0.831 1.233 1.475
O -5.7772 3.5545 0.8456 -1.251 -0.113 -0.110
C -4.9477 3.6214 -0.2657 0.147 0.584 -0.333
C -3.6073 4.1884 0.2107 -0.016 0.661 -1.383
N -3.0502 3.4851 1.3184 0.781 0.927 -0.380
C -2.9689 2.0767 1.1788 -0.600 -0.271 -0.379
C -2.2966 1.4370 2.3385 -0.397 -2.005 -0.587
O -2.8602 1.8554 3.5311 -0.164 0.205 1.416
C -2.3236 1.1440 4.6419 0.115 -1.324 -0.168
H -7.4486 3.3385 -0.4535 -0.349 1.139 -0.579
H -7.6399 3.0637 1.3117 -0.846 0.162 0.318
H -6.8827 1.9695 0.2508 0.492 -2.678 -0.275
H -5.4669 4.2424 -1.0270 0.631 -0.013 0.027
H -4.8519 2.6204 -0.7000 0.259 -0.111 -0.100
H -3.7219 5.2648 0.4573 -0.044 -0.617 0.044
H -2.9107 4.1731 -0.6654 -0.279 -0.121 0.491
H -3.4112 3.8164 2.1830 -0.370 -0.189 0.660
H -2.4649 1.8449 0.2537 0.972 -0.007 -0.325
H -3.9111 1.5718 0.9770 -0.781 -0.013 0.533
H -1.2476 1.5768 2.3287 1.269 0.447 -0.043
H -2.4562 0.3373 2.2497 0.127 0.262 -0.102
H -2.5143 0.0083 4.5249 0.366 1.591 0.094
H -2.8517 1.4804 5.5274 -0.039 0.112 0.063
H -1.2259 1.3014 4.8057 -0.736 0.005 -0.419
C 0.7847 3.5813 2.6827 -0.355 -1.122 0.524
C 1.5911 2.9748 1.5521 0.836 1.075 -0.574
O 0.7438 2.4295 0.5317 0.621 -0.292 0.295
H 0.0825 2.8636 3.1544 0.583 0.176 -0.261
H 0.1603 4.3208 2.2622 -0.829 1.029 -0.475
H 1.3510 4.0525 3.4930 0.318 -0.229 -0.356
H 2.3428 2.2669 1.8742 -0.108 -0.645 0.335
H 2.2297 3.7759 1.0939 -0.539 -0.239 0.250
H 1.3576 1.9607 -0.0781 -0.325 0.367 0.486
C 0.4982 -1.8159 2.3192 -0.406 -0.303 1.134
C 1.8012 -1.1092 2.5858 -0.394 0.885 0.509
O 2.8499 -2.0087 2.3518 0.476 0.603 -0.371
H 0.3774 -2.0729 1.3094 0.156 -0.473 -1.656
H -0.4072 -1.2197 2.5272 0.425 -0.237 0.515
H 0.5507 -2.7805 2.8811 -0.460 0.793 -0.195
H 1.7802 -0.8313 3.6778 0.217 0.305 -0.933
H 1.9631 -0.2059 1.9136 -0.535 -0.637 1.079
H 3.5493 -1.4259 1.9450 0.276 -0.778 0.499
C -0.5261 -0.4893 -0.9357 -0.212 -1.028 1.365
C -0.6674 0.7265 -1.7818 -0.522 0.240 -1.279
O -0.1681 0.4671 -3.0986 0.484 -0.703 0.560
H -1.0293 -1.3993 -1.3447 0.454 0.757 -0.085
H -1.1303 -0.2357 -0.0333 0.845 -0.416 -0.032
H 0.5419 -0.7790 -0.6633 -1.498 0.610 -0.380
H -0.1378 1.5828 -1.3677 -0.165 0.006 0.118
H -1.7494 1.0171 -1.9170 0.870 -0.287 0.447
H -0.7339 0.9346 -3.6935 -0.599 0.926 -1.036
C 3.2309 -2.1593 -5.1216 -0.545 0.055 0.597
C 2.2574 -1.6823 -4.0094 -0.047 -1.867 -0.285
O 2.2884 -0.3268 -3.7426 -0.474 1.068 -0.309
H 2.8487 -1.8733 -6.0913 0.023 0.394 -0.327
H 3.2276 -3.2633 -5.1451 0.295 0.381 0.241
H 4.2373 -1.7486 -4.9863 -0.145 -0.237 0.007
H 2.4779 -2.2791 -3.0895 -0.048 0.542 -0.422
H 1.2487 -2.0065 -4.3400 0.237 0.148 0.283
H 1.3523 0.0148 -3.6694 0.999 -0.311 0.282
C -0.0782 5.5016 -1.0745 -0.677 -0.371 1.036
C -0.7638 6.0090 -2.3327 1.600 0.075 -0.148
O -0.5221 4.9576 -3.3147 -0.423 0.709 -0.134
H -0.0985 6.2459 -0.2652 -0.232 -0.137 -0.132
H 0.9910 5.3078 -1.2573 -0.473 -0.055 -0.216
H -0.5568 4.5614 -0.6948 0.523 0.753 -0.295
H -0.2308 6.9691 -2.5859 -0.596 -0.869 -0.310
H -1.8340 6.2273 -2.3065 0.104 -0.231 0.403
H -0.0378 5.3643 -4.0327 0.101 -0.075 -0.285
C -3.9707 2.6107 -3.5818 0.886 1.333 -0.325
C -3.1459 2.0583 -4.6860 0.802 -0.936 -1.581
O -1.7207 2.2662 -4.5293 -0.423 -0.281 0.014
H -4.2837 3.6370 -3.8543 0.263 -0.331 0.721
H -3.3393 2.5370 -2.7038 -0.180 0.478 0.498
H -4.8270 2.0270 -3.4235 -1.341 -0.794 0.204
H -3.4605 2.4309 -5.6783 0.140 -0.025 0.366
H -3.2497 0.9586 -4.7631 0.125 0.468 0.150
H -1.4772 3.1641 -4.2664 -0.316 0.180 0.129
C -0.5439 0.8431 -7.3026 -1.503 1.218 -1.845
C -1.5606 -0.2499 -7.2110 0.750 -1.710 0.557
O -2.8452 0.1657 -7.6447 -0.070 -0.469 2.239
H -0.4542 1.3073 -8.3128 0.005 -0.761 0.225
H 0.4058 0.5209 -6.9991 1.349 -0.184 0.780
H -0.9958 1.6408 -6.7506 0.495 0.628 0.928
H -1.5784 -0.5351 -6.1021 -0.490 0.111 -1.554
H -1.2262 -1.1506 -7.8131 -0.415 0.674 0.766
H -2.7421 0.3322 -8.5495 -0.054 0.479 -2.110
```
Positions in Å, forces in eV/Å.

As for the relative energy (zero: lowest compared OMol25 entry of this formula, charge and spin): 1.5942 eV. The value obtained for the HOMO energy is -8.042 eV. As for the net charge: 0. The value obtained for the largest force on an atom is 3.778 eV/A. As for the SMILES: COCCNCCOC.COCCNCCOC.COCCNCCOC.COCCNCCOC.CCO.CCO.CCO.CCO.CCO.CCO.CCO. For the orbital gap, the calculation gives 8.5672 eV.

These are the Mulliken partial charges, in e, on atoms 1 to 8: -0.75, -0.02, 1.72, -0.68, -0.13, -0.94, -0.56, -0.31